(1)
{
  "formula": "C4H10N4",
  "method": "ωB97M-V with the def2-TZVPD basis set",
  "de_lowest_kcal_mol": 64.5,
  "smiles": "[H]/N=C(/N)[C@H](C)N.C#N",
  "homo_energy_ev": -8.676,
  "molar_mass_g_mol": 114.2,
  "e_tot_ha": -377.34406,
  "symbols": ["H", "N", "C", "N", "C", "C", "N", "H", "H", "H", "H", "H", "H", "H", "H", "C", "N", "H"],
  "xyz": [[1.1838, 2.2369, 0.7903], [1.4655, 1.3711, 1.2293], [0.7867, 0.3324, 1.0594], [1.1124, -0.8438, 1.6508], [0.3154, -0.0173, -0.7307], [-0.4951, 1.1322, -1.2899], [-0.1451, -1.3176, -1.1783], [0.4679, -1.5998, 1.4950], [1.4204, -0.7555, 2.6093], [1.3528, 0.1200, -1.0728], [-0.5580, 1.1060, -2.3814], [-0.0534, 2.0835, -0.9937], [-1.5221, 1.1627, -0.9234], [0.5534, -2.0352, -1.0251], [-0.4331, -1.3156, -2.1520], [-1.7911, -0.5648, 0.9446], [-1.8272, 0.0253, 1.9500], [-1.8334, -1.1205, 0.0187]],
  "nbo_charge": [0.359, -0.751, 0.504, -0.828, -0.098, -0.642, -0.887, 0.381, 0.395, 0.191, 0.206, 0.223, 0.212, 0.378, 0.377, 0.048, -0.333, 0.264]
}

(2)
{
  "formula": "C24H22BrN5O6Tb",
  "method": "ωB97M-V with the def2-TZVPD basis set",
  "spin_multiplicity": 7,
  "total_charge": -1,
  "homo_energy_ev": [-4.832, -4.754],
  "molar_mass_g_mol": 715.3,
  "e_tot_ha": -5051.71384,
  "symbols": ["Tb", "N", "C", "C", "O", "N", "C", "C", "O", "O", "H", "H", "H", "H", "H", "H", "C", "O", "C", "C", "C", "C", "C", "C", "N", "N", "C", "O", "C", "C", "C", "C", "C", "C", "C", "O", "H", "H", "H", "H", "H", "H", "H", "H", "H", "H", "H", "H", "Br", "C", "C", "C", "C", "N", "C", "H", "H", "H", "H"],
  "xyz": [[-0.2930, -0.1095, 0.1071], [-0.8264, -1.1032, 2.4524], [-2.2491, -0.6697, 2.5237], [-2.8877, -0.9034, 1.1488], [-3.5855, -1.9088, 0.9874], [-2.5446, 0.0594, 0.2533], [-3.0248, -0.1204, -1.1388], [-1.9519, -0.3678, -2.2309], [-2.3200, -0.8571, -3.2808], [-0.7141, 0.0125, -1.9541], [-0.7925, -2.1017, 2.3249], [-0.3328, -0.8678, 3.2933], [-2.2640, 0.3898, 2.7520], [-2.8338, -1.2092, 3.2581], [-3.5260, 0.7947, -1.4537], [-3.7338, -0.9337, -1.2065], [-1.7351, -3.9356, -1.3071], [-0.6627, -4.8524, -1.0162], [0.6033, -4.4016, -0.9083], [1.5887, -5.3209, -1.1845], [2.9492, -5.0017, -1.0910], [3.2986, -3.7241, -0.7296], [2.3120, -2.7665, -0.4454], [2.7775, -1.4468, -0.0321], [2.0352, -0.4418, 0.1964], [2.7110, 0.7173, 0.6286], [1.9231, 1.5439, 1.2631], [0.6653, 1.3855, 1.5256], [2.5645, 2.8241, 1.7409], [1.8238, 3.6584, 2.5679], [2.3527, 4.8658, 3.0175], [3.6314, 5.2512, 2.6345], [4.3782, 4.4167, 1.8061], [3.8512, 3.2092, 1.3643], [0.9402, -3.0956, -0.4833], [0.0241, -2.2576, -0.0819], [-1.4488, -3.2237, -2.0813], [-2.0716, -3.4052, -0.4267], [-2.5405, -4.5634, -1.6830], [1.2698, -6.3154, -1.4843], [3.7039, -5.7491, -1.3084], [4.3446, -3.4303, -0.6651], [3.8475, -1.3127, 0.1133], [0.8245, 3.3457, 2.8447], [1.7645, 5.5065, 3.6632], [4.0448, 6.1965, 2.9761], [5.3750, 4.7128, 1.4988], [4.4177, 2.5508, 0.7152], [1.9890, 5.2013, -2.0647], [0.5739, 4.4579, -1.0573], [-0.0475, 5.1959, -0.0721], [-1.0696, 4.5956, 0.6465], [-1.3989, 3.2842, 0.3658], [-0.7964, 2.5776, -0.5917], [0.1673, 3.1583, -1.3025], [0.2734, 6.2067, 0.1395], [-1.5838, 5.1337, 1.4361], [-2.1705, 2.7545, 0.9184], [0.6325, 2.5563, -2.0763]],
  "mulliken_spin": [5.901, -0.008, 0.005, 0.005, 0.000, 0.003, 0.004, 0.000, 0.001, 0.009, 0.003, 0.001, 0.000, -0.001, -0.001, 0.001, 0.000, 0.000, -0.001, 0.001, 0.000, 0.000, 0.006, -0.005, 0.016, -0.001, 0.015, 0.019, -0.001, 0.000, 0.000, 0.000, 0.000, 0.000, 0.001, 0.027, 0.000, -0.001, 0.000, 0.000, 0.000, 0.000, 0.001, 0.000, 0.000, 0.000, 0.000, 0.000, 0.000, -0.001, -0.001, 0.000, -0.001, -0.002, 0.001, 0.000, 0.000, -0.001, 0.003]
}

(3)
{
  "formula": "C16H48O8S3",
  "method": "ωB97M-V with the def2-TZVPD basis set",
  "de_lowest_kcal_mol": 57.2,
  "homo_energy_ev": -8.985,
  "molar_mass_g_mol": 464.8,
  "e_tot_ha": -2434.33511,
  "symbols": ["C", "C", "O", "H", "H", "H", "H", "H", "H", "C", "C", "O", "H", "H", "H", "H", "H", "H", "C", "C", "O", "H", "H", "H", "H", "H", "H", "C", "C", "O", "H", "H", "H", "H", "H", "H", "C", "C", "O", "H", "H", "H", "H", "H", "H", "C", "S", "O", "C", "H", "H", "H", "H", "H", "H", "C", "S", "O", "C", "H", "H", "H", "H", "H", "H", "C", "S", "O", "C", "H", "H", "H", "H", "H", "H"],
  "xyz": [[40.2300, 24.4240, 2.8240], [40.6580, 23.4200, 1.7410], [39.6940, 23.3280, 0.7400], [39.3850, 24.2200, 3.3090], [40.1940, 25.4990, 2.4550], [41.1500, 24.4380, 3.3940], [40.7060, 22.5900, 2.3110], [41.5860, 23.3600, 1.6180], [39.1710, 22.4470, 0.9010], [40.9970, 17.9780, 5.3590], [42.0960, 18.6900, 6.1260], [43.2490, 18.5820, 5.3290], [40.0930, 18.1020, 5.9820], [41.2270, 16.8960, 5.2180], [40.6760, 18.5590, 4.4500], [42.3930, 18.3140, 7.0630], [41.9510, 19.7580, 6.2670], [44.1040, 18.4360, 6.0080], [38.3920, 26.5710, 6.8730], [39.3720, 26.2790, 5.8660], [40.3680, 27.2680, 5.8090], [38.0460, 25.4990, 7.1030], [37.9260, 27.4230, 6.4450], [38.9760, 26.8420, 7.7820], [38.9610, 26.5220, 4.9890], [39.7040, 25.2160, 5.9700], [41.1200, 26.9550, 5.3670], [43.6020, 21.5970, 3.2420], [44.0680, 21.6010, 1.8260], [44.2050, 23.0250, 1.3450], [43.7620, 20.7470, 3.7190], [42.4820, 21.6380, 3.5990], [43.7060, 22.4120, 3.9230], [43.3060, 21.1540, 1.2730], [44.9370, 20.9830, 1.9220], [45.1210, 23.1170, 1.6750], [41.6010, 22.9460, 6.4750], [41.6070, 23.5060, 7.9160], [42.6580, 23.2310, 8.6860], [42.4990, 23.1090, 6.0910], [41.0270, 23.5130, 5.9580], [41.4910, 21.8730, 6.2680], [40.7730, 23.1510, 8.2930], [41.4140, 24.6590, 7.9940], [42.9100, 23.8810, 9.2980], [40.6820, 18.6060, 9.6300], [41.8010, 18.8850, 11.0020], [43.1870, 18.3170, 10.6430], [42.0570, 20.5700, 10.6780], [41.0860, 18.8100, 8.6510], [39.7500, 19.1100, 9.7290], [40.4320, 17.7380, 9.7840], [42.6340, 20.8750, 11.5090], [41.0860, 21.0170, 10.8450], [42.6830, 20.6920, 9.8360], [44.7000, 27.9830, 9.9010], [44.6340, 26.4510, 8.9940], [43.7860, 25.4070, 9.7140], [43.5710, 26.9260, 7.6000], [44.9880, 28.7480, 9.1170], [45.3720, 28.1060, 10.6630], [43.6910, 28.1610, 10.2900], [43.9010, 27.8460, 7.0890], [42.7470, 27.2320, 8.0190], [43.5340, 26.0280, 7.0880], [45.2710, 23.2840, 6.1310], [46.8590, 23.9550, 5.7020], [47.0530, 25.2660, 6.4290], [47.9010, 22.9030, 6.6680], [44.6440, 24.0630, 5.5640], [45.1760, 23.2570, 7.0080], [45.0620, 22.3680, 5.5600], [47.4780, 21.8460, 6.4900], [48.1060, 23.2460, 7.7540], [48.7550, 23.0060, 6.1440]],
  "lowdin_charge": [-0.051, -0.326, -0.059, 0.022, 0.104, 0.065, 0.064, 0.022, 0.150, -0.073, -0.367, -0.150, 0.067, 0.092, 0.090, 0.078, 0.085, 0.188, -0.084, -0.399, -0.042, 0.122, 0.079, 0.093, 0.069, 0.111, 0.049, -0.103, -0.224, -0.086, 0.002, 0.110, 0.038, 0.092, 0.110, 0.079, -0.014, -0.324, -0.042, -0.002, -0.019, 0.082, 0.049, 0.150, 0.007, -0.226, 0.872, -0.563, -0.292, 0.048, 0.065, -0.062, 0.038, 0.063, 0.049, -0.258, 0.879, -0.554, -0.204, 0.081, 0.013, 0.066, 0.086, -0.013, 0.014, -0.241, 0.829, -0.566, -0.270, 0.086, -0.077, 0.061, 0.087, 0.111, -0.023]
}

(4)
{
  "formula": "C4H8N2O",
  "method": "ωB97M-V with the def2-TZVPD basis set",
  "de_lowest_kcal_mol": 78.1,
  "smiles": "[H]/N=C(/C=N/[H])OCC",
  "homo_energy_ev": -9.847,
  "molar_mass_g_mol": 100.1,
  "e_tot_ha": -341.87924,
  "symbols": ["H", "N", "C", "C", "N", "H", "O", "C", "C", "H", "H", "H", "H", "H", "H"],
  "xyz": [[-0.4849, -2.2188, -0.3685], [-1.2950, -1.7287, -0.3447], [-1.3813, -0.5229, 0.0117], [-2.7403, 0.1946, 0.1098], [-2.9331, 1.3629, -0.2608], [-3.8383, 1.6996, -0.1498], [-0.4618, 0.3058, 0.6073], [0.9178, 0.0157, 0.5189], [1.3711, -0.0242, -0.8946], [-3.5707, -0.4956, 0.5651], [1.3380, 0.6786, 1.1569], [0.8918, -1.0594, 0.9592], [2.3036, 0.4164, -1.0327], [1.6867, -1.1341, -1.3600], [0.6131, 0.4896, -1.5131]],
  "nbo_charge": [0.356, -0.702, 0.515, 0.098, -0.580, 0.345, -0.501, -0.070, -0.647, 0.158, 0.200, 0.163, 0.221, 0.206, 0.238]
}

(5)
{
  "formula": "C24H19Cl36N3O2",
  "method": "ωB97M-V with the def2-TZVPD basis set",
  "homo_energy_ev": -8.291,
  "molar_mass_g_mol": 1657.7,
  "e_tot_ha": -17807.20301,
  "symbols": ["C", "C", "O", "O", "C", "C", "C", "C", "C", "C", "C", "C", "N", "C", "N", "C", "C", "N", "C", "C", "H", "H", "H", "H", "H", "H", "H", "H", "H", "H", "H", "H", "H", "H", "H", "H", "H", "H", "H", "C", "Cl", "Cl", "Cl", "Cl", "C", "Cl", "Cl", "Cl", "Cl", "C", "Cl", "Cl", "Cl", "Cl", "C", "Cl", "Cl", "Cl", "Cl", "C", "Cl", "Cl", "Cl", "Cl", "C", "Cl", "Cl", "Cl", "Cl", "C", "Cl", "Cl", "Cl", "Cl", "C", "Cl", "Cl", "Cl", "Cl", "C", "Cl", "Cl", "Cl", "Cl"],
  "xyz": [[2.8423, -3.6107, 0.1412], [2.8069, -2.0829, -0.3998], [2.2806, -1.8641, -1.5179], [3.3432, -1.1118, 0.4833], [3.8437, 0.0621, -0.2169], [2.8695, 1.2966, 0.0987], [1.3023, 0.9553, 0.0408], [0.5376, 2.3849, -0.1794], [-0.8271, 2.4775, 0.6637], [-1.7212, 1.1701, 0.3658], [-2.5158, 0.3471, 1.4446], [-3.3049, -0.9189, 1.0060], [-4.0295, -1.6396, 2.0981], [-3.3799, -1.4329, -0.4954], [-4.1375, -2.6345, -0.7351], [-4.1062, -2.9269, -2.1330], [-3.4033, -2.0869, -3.2355], [-2.6491, -0.9099, -2.9610], [-2.6337, -0.5929, -1.5588], [-1.8117, 0.6779, -1.1205], [3.8979, -4.0363, 0.2021], [2.1102, -4.2591, -0.4616], [2.3952, -3.5587, 1.2091], [4.0722, -0.0980, -1.3243], [4.8589, 0.3211, 0.2799], [3.0858, 1.6532, 1.1794], [3.0858, 2.1580, -0.6197], [0.9225, 0.5561, 1.0426], [1.0200, 0.2262, -0.8029], [1.2473, 3.1839, 0.2706], [0.3274, 2.5910, -1.2974], [-0.5441, 2.5440, 1.7875], [-1.4156, 3.4315, 0.3773], [-2.4831, 0.7082, 2.5384], [-5.0391, -1.4567, 1.9966], [-3.8074, -2.6436, 2.0301], [-4.6618, -3.8750, -2.4756], [-3.4962, -2.4306, -4.3272], [-1.2518, 1.2794, -1.9152], [0.7229, -5.2046, 3.7052], [0.3726, -5.9246, 5.2912], [-0.6827, -4.2671, 3.1557], [2.1387, -4.1391, 3.8392], [1.0540, -6.4882, 2.5255], [2.8941, 5.9956, 1.5566], [3.7578, 4.4856, 1.1988], [3.8351, 6.9561, 2.7188], [2.6771, 6.9251, 0.0579], [1.3043, 5.6131, 2.2528], [-2.2955, -6.8619, -1.7711], [-1.2610, -7.6801, -2.9624], [-1.3676, -6.5715, -0.2869], [-2.8587, -5.3111, -2.4393], [-3.6980, -7.8880, -1.4006], [-0.8221, 0.7680, 5.5908], [-0.4102, -0.8315, 4.9462], [-0.6320, 1.9787, 4.3049], [-2.5052, 0.7678, 6.1594], [0.2608, 1.1595, 6.9440], [3.3999, -7.7388, -0.9758], [4.3029, -8.0255, 0.5278], [3.5544, -9.1540, -2.0388], [1.6844, -7.4703, -0.5943], [4.0571, -6.3080, -1.7982], [-1.9862, 2.5476, -5.2076], [-3.2534, 3.1762, -6.2882], [-2.5047, 0.9916, -4.5217], [-0.4834, 2.3180, -6.1289], [-1.7022, 3.7088, -3.8913], [-7.0993, 4.1982, -8.1677], [-5.6095, 3.5662, -7.4319], [-6.8371, 4.4612, -9.9055], [-8.4159, 3.0272, -7.9380], [-7.5345, 5.7379, -7.3947], [-0.4339, 6.5869, 5.9884], [0.0605, 5.5626, 7.3536], [0.9504, 6.8371, 4.9034], [-1.7477, 5.7895, 5.0955], [-1.0005, 8.1564, 6.5999], [7.6981, 2.9388, 0.9892], [8.7565, 2.1138, -0.1751], [8.6028, 3.2684, 2.4822], [7.1260, 4.4693, 0.2924], [6.3005, 1.9047, 1.3597]],
  "lowdin_charge": [-0.016, -0.397, 0.038, -0.062, -0.186, -0.193, -0.172, -0.204, -0.180, -0.135, 0.045, -0.174, 0.015, -0.119, 0.081, -0.214, -0.081, -0.092, -0.156, 0.037, 0.077, 0.073, 0.036, 0.140, 0.045, 0.097, 0.106, 0.119, 0.110, 0.069, 0.106, 0.049, 0.124, 0.072, 0.079, 0.064, 0.053, 0.116, 0.066, -2.015, 0.528, 0.505, 0.536, 0.490, -1.991, 0.519, 0.524, 0.531, 0.481, -1.982, 0.519, 0.486, 0.606, 0.530, -2.019, 0.509, 0.527, 0.523, 0.519, -2.005, 0.517, 0.524, 0.456, 0.539, -1.973, 0.446, 0.614, 0.517, 0.515, -2.006, 0.450, 0.515, 0.516, 0.517, -2.013, 0.514, 0.469, 0.508, 0.519, -2.009, 0.525, 0.523, 0.505, 0.552]
}

(6)
{
  "formula": "C3H13ClN2O3P2",
  "method": "ωB97M-V with the def2-TZVPD basis set",
  "smiles": "N=P(O)(O)[PH](O)(Cl)CCCN",
  "homo_energy_ev": -9.013,
  "molar_mass_g_mol": 222.5,
  "e_tot_ha": -1600.28362,
  "symbols": ["N", "P", "O", "O", "P", "O", "Cl", "C", "C", "C", "N", "H", "H", "H", "H", "H", "H", "H", "H", "H", "H", "H", "H", "H"],
  "xyz": [[-1.2262, 1.7045, -1.6782], [-1.6218, 1.1478, -0.3021], [-2.2005, -0.3712, -0.3836], [-2.9022, 1.9602, 0.3011], [-0.1521, 1.1811, 1.4688], [0.5735, 2.5015, 0.8923], [0.9900, 1.4601, 3.3698], [0.5848, -0.4391, 1.1359], [1.2629, -0.5619, -0.2352], [1.1257, -1.9687, -0.8053], [1.7694, -2.0426, -2.1143], [-0.2716, 2.0254, -1.7629], [-3.0173, -0.5775, 0.0784], [-3.5256, 1.4965, 0.8646], [-1.2678, 1.2304, 2.3167], [-0.0375, 3.1324, 0.4897], [1.2737, -0.6570, 1.9469], [-0.2643, -1.1275, 1.2149], [0.8576, 0.1352, -0.9694], [2.3217, -0.3178, -0.1183], [0.0623, -2.1873, -0.9302], [1.5235, -2.6973, -0.0857], [1.3814, -2.7949, -2.6687], [2.7605, -2.2323, -2.0251]],
  "nbo_charge": [-1.305, 1.800, -1.007, -1.003, 1.273, -0.964, -0.485, -0.753, -0.418, -0.210, -0.832, 0.387, 0.499, 0.494, -0.028, 0.518, 0.267, 0.253, 0.226, 0.213, 0.196, 0.164, 0.362, 0.353]
}

Q: Which formula does entry 3 have?
A: C16H48O8S3